# 1
19
Properties=species:S:1:pos:R:3:forces:R:3:lowdin_charge:R:1 method="wB97M-V/def2-TZVPD" homo_ha=-0.3127 homo_lumo_gap_ev=7.578
C 2.57477 2.08290 0.11716 0.38 -0.10 -1.20 -0.319
C 1.32573 1.55165 -0.04471 1.46 -5.55 0.36 -0.012
C 1.55859 -0.46703 -0.04474 0.56 4.11 0.28 -0.523
C 0.00280 1.87443 -0.02783 -0.07 -1.64 0.08 -0.522
C -0.78261 -0.54380 -0.01263 -1.03 -2.01 -0.12 -0.435
C -2.35746 1.13212 -0.02830 1.60 4.52 0.74 0.023
C 0.32703 -2.67020 0.09080 1.04 -2.20 0.62 -0.049
N 3.70817 2.27315 -0.02614 0.30 0.35 0.65 0.135
N -0.92339 0.76460 0.01041 -1.15 0.69 0.45 0.056
N 0.51313 -1.19841 0.05309 -0.83 0.02 -0.16 -0.127
O -1.71904 -1.32896 -0.10288 0.06 0.65 0.17 0.041
O -0.44969 2.97023 -0.07814 -1.07 2.37 0.06 0.107
I 3.45870 -1.24984 -0.11930 -0.24 0.26 0.03 1.020
H -2.93744 0.31430 0.03731 -1.80 -2.57 0.36 0.039
H -2.64442 1.94028 0.72353 0.79 -1.32 -0.59 0.132
H -2.50605 1.63565 -0.95328 -0.32 0.27 -0.96 0.093
H 0.22602 -3.04386 1.23160 0.14 1.05 -2.68 0.148
H 1.30067 -3.17456 -0.34928 -2.21 1.06 0.78 0.071
H -0.67551 -2.86265 -0.47669 2.39 0.01 1.12 0.121

# 2
16
Properties=species:S:1:pos:R:3:forces:R:3:lowdin_charge:R:1 method="wB97M-V/def2-TZVPD" homo_ha=-0.3175 de_lowest_kcal_mol=208.5 homo_lumo_gap_ev=7.962
C 1.26353 1.45816 0.23384 -1.74 -0.23 -0.46 -0.063
C 2.54066 -0.14014 -0.15495 3.79 -3.31 -0.91 -0.206
C 0.44682 0.29714 0.22626 1.15 2.48 1.45 -0.219
C -2.88238 -0.30844 -0.22948 -2.31 -0.12 -2.08 -0.074
C -1.66788 -0.91997 -0.29557 -0.59 -0.53 -0.01 0.003
C -0.94432 0.08292 0.51602 -1.17 -0.47 4.18 -0.283
C -2.05382 0.84385 -0.13496 0.70 -3.09 2.15 -0.030
N 2.55739 1.11485 -0.07035 -1.04 3.53 0.69 0.062
N 1.35163 -0.69860 0.05982 0.50 1.60 -0.61 -0.143
O 1.15175 -1.98792 0.01025 -0.57 -2.91 0.08 0.074
H 0.88075 2.49454 0.36803 0.64 -0.99 -0.12 0.119
H 3.51089 -0.68623 -0.40879 -1.92 0.22 0.49 0.162
H -3.90166 -0.60561 -0.65478 1.61 0.87 0.95 0.132
H -1.40526 -0.24817 2.18917 1.47 0.81 -3.70 0.247
H -1.63513 1.50738 -0.79453 -0.31 2.10 -2.10 0.089
H 0.78705 -2.20375 -0.85998 -0.22 0.03 0.01 0.130

# 3
19
Properties=species:S:1:pos:R:3:forces:R:3:lowdin_charge:R:1 method="wB97M-V/def2-TZVPD" homo_ha="-0.2910 / -0.2910" de_lowest_kcal_mol=104.0 homo_lumo_gap_ev="6.661 / 6.662"
C 2.78187 -0.64101 0.29167 -3.28 -1.38 0.62 -0.065
C 2.71491 0.54327 -0.42429 -0.13 0.35 0.74 -0.047
C 1.64660 -1.31418 0.78730 -1.27 5.06 -2.35 0.029
C 1.50566 1.27844 -0.54798 2.10 -3.68 0.92 -0.050
C 0.43784 -0.62171 0.56304 -1.65 -0.31 -0.32 -0.201
C 0.39067 0.62550 -0.11608 0.09 -1.04 0.76 -0.452
C -1.83645 -0.04226 0.53143 2.10 1.40 -0.47 -0.481
N -0.87457 -1.00627 0.91182 -0.23 0.76 -0.20 0.085
N -3.16304 -0.08815 0.84181 -2.09 -0.92 -0.27 -0.425
O -3.55846 -1.04195 1.53730 0.67 0.43 -0.07 0.028
O -3.96692 0.72565 0.33385 1.29 -0.08 0.29 -0.006
S -1.20161 1.22188 -0.43988 -1.26 -1.04 0.73 0.941
S -1.47715 0.87781 -2.67152 -0.06 0.39 0.42 0.371
H 3.62180 -1.20833 0.51400 2.17 -0.23 -0.21 0.088
H 3.71483 0.75327 -0.72552 0.21 1.45 -0.71 0.098
H 1.59625 -2.16758 1.30781 0.39 -3.11 1.77 0.075
H 1.31835 2.17853 -0.96235 0.38 2.91 -1.66 0.076
H -1.24771 -1.93348 0.84783 0.42 -0.71 0.21 0.145
H -2.40287 1.86057 -2.58024 0.16 -0.27 -0.21 -0.209

no.,total energy (eV)
1,-24017.74383
2,-12374.31216
3,-36096.64462